Record 1
This record from the Open Molecules 2025 dataset describes 2 unconnected molecules or ions with the total composition C4H5BrS. The level of theory is the ωB97M-V functional and the def2-TZVPD basis.

```
! wB97M-V def2-TZVPD RIJCOSX def2/J DEFGRID3
* xyz 0 1
C -0.38 0.41 -1.74
C -1.01 0.86 -0.75
C 1.21 -0.46 0.99
C -0.21 -0.59 1.24
S 0.38 -1.97 0.46
Br -2.40 1.91 -0.29
H -0.60 0.79 -2.78
H 0.60 -0.05 -1.54
H 1.41 0.35 0.41
H 1.87 -0.69 1.81
H -0.87 -0.56 2.19
*
```

Computed properties:
- Frontier orbital gap (alpha / beta): 8.0 / 7.7 eV
- Relative energy (zero: lowest compared OMol25 entry of this formula, charge and spin): 4.276 eV

Atom-resolved charges from natural (NBO), all expressed in e: number 1, C, carries -0.551; number 2, C, carries -0.108; number 3, C, carries -0.527; number 4, C, carries -0.333; number 5, S, carries 0.236; number 6, Br, carries 0.151; number 7, H, carries 0.221; number 8, H, carries 0.232; number 9, H, carries 0.219; number 10, H, carries 0.218; number 11, H, carries 0.243

=====

Record 2
This record from the Open Molecules 2025 dataset describes 2 unconnected molecules or ions with the total composition C7H18NP2S. The level of theory is the ωB97M-V functional and the def2-TZVPD basis.

```
! wB97M-V def2-TZVPD RIJCOSX def2/J DEFGRID3
* xyz 1 1
C -5.99 0.73 -0.13
C -4.91 -0.22 0.38
C 5.52 0.80 -1.06
C -4.19 -1.05 -0.70
C 4.44 1.10 -0.12
C 0.78 -0.91 1.08
C 1.60 0.19 0.62
N 1.17 1.41 0.52
P 0.98 -2.42 -0.07
P 3.22 -0.28 -0.13
S -3.21 0.26 0.15
H -5.80 1.35 -1.08
H -6.30 1.51 0.67
H -5.08 -0.64 1.43
H 6.05 -0.25 -1.14
H 5.15 0.82 -2.14
H 6.21 1.61 -0.89
H -4.65 -0.88 -1.63
H -3.72 -1.91 -0.35
H 3.93 2.02 -0.51
H 4.86 1.26 0.82
H 1.08 -1.36 1.96
H -0.30 -0.78 1.00
H 0.40 1.83 1.01
H 1.92 2.07 0.25
H -6.93 0.07 -0.55
H 0.07 -2.01 -1.02
H 0.16 -3.18 0.68
H 3.56 -1.10 0.96
*
```

Computed properties:
- Frontier orbital gap: 7.1 eV
- Relative energy (zero: lowest compared OMol25 entry of this formula, charge and spin): 0.000 eV

Atom-resolved charges from natural (NBO), all expressed in e: number 1, C, carries -0.653; number 2, C, carries -0.319; number 3, C, carries -0.635; number 4, C, carries -0.456; number 5, C, carries -0.704; number 6, C, carries -0.781; number 7, C, carries 0.201; number 8, N, carries -0.660; number 9, P, carries 0.363; number 10, P, carries 0.607; number 11, S, carries 0.027; number 12, H, carries 0.235; number 13, H, carries 0.238; number 14, H, carries 0.244; number 15, H, carries 0.242; number 16, H, carries 0.226; number 17, H, carries 0.240; number 18, H, carries 0.234; number 19, H, carries 0.231; number 20, H, carries 0.231; number 21, H, carries 0.245; number 22, H, carries 0.285; number 23, H, carries 0.279; number 24, H, carries 0.440; number 25, H, carries 0.414; number 26, H, carries 0.228; number 27, H, carries -0.011; number 28, H, carries -0.013; number 29, H, carries 0.023

=====

Record 3
This record from the Open Molecules 2025 dataset describes a molecular structure, C14H9F3O2Sr. The level of theory is the ωB97M-V functional and the def2-TZVPD basis.

```
! wB97M-V def2-TZVPD RIJCOSX def2/J DEFGRID3
* xyz 2 1
O 2.16 -2.45 1.60
C 1.67 -1.59 0.90
C 0.22 -1.73 0.50
C -0.21 -1.04 -0.54
C -1.66 -1.19 -0.98
C -2.56 0.01 -0.62
C -3.70 -0.38 0.31
F -3.95 -1.64 0.65
C -4.54 0.60 0.79
F -5.57 0.96 0.15
F -4.25 1.36 2.14
C 0.71 -0.13 -1.32
O 0.40 0.22 -2.44
C 2.01 0.28 -0.69
C 2.73 1.33 -1.20
C 3.93 1.63 -0.61
C 4.40 0.92 0.47
C 3.68 -0.13 0.99
C 2.49 -0.44 0.40
H -0.40 -2.39 1.09
H -1.65 -1.29 -2.07
H -2.01 -2.15 -0.59
H -3.07 0.33 -1.55
H -2.02 0.89 -0.25
H 2.36 1.86 -2.07
H 4.54 2.44 -0.99
H 5.35 1.19 0.90
H 4.04 -0.72 1.82
Sr -5.10 3.23 3.19
*
```

Computed properties:
- Frontier orbital gap: 3.7 eV
- Relative energy (zero: lowest compared OMol25 entry of this formula, charge and spin): 0.000 eV

Atom-resolved charges from natural (NBO), all expressed in e: number 1, O, carries -0.481; number 2, C, carries 0.495; number 3, C, carries -0.198; number 4, C, carries -0.073; number 5, C, carries -0.442; number 6, C, carries -0.487; number 7, C, carries 0.402; number 8, F, carries -0.248; number 9, C, carries 0.544; number 10, F, carries -0.231; number 11, F, carries -0.580; number 12, C, carries 0.534; number 13, O, carries -0.511; number 14, C, carries -0.167; number 15, C, carries -0.155; number 16, C, carries -0.188; number 17, C, carries -0.172; number 18, C, carries -0.188; number 19, C, carries -0.054; number 20, H, carries 0.231; number 21, H, carries 0.265; number 22, H, carries 0.244; number 23, H, carries 0.290; number 24, H, carries 0.248; number 25, H, carries 0.241; number 26, H, carries 0.231; number 27, H, carries 0.232; number 28, H, carries 0.250; number 29, Sr, carries 1.967

=====

Record 4
This record from the Open Molecules 2025 dataset describes 2 unconnected molecules or ions with the total composition ClH3NO2P. The level of theory is the ωB97M-V functional and the def2-TZVPD basis.

```
! wB97M-V def2-TZVPD RIJCOSX def2/J DEFGRID3
* xyz 0 1
N 1.51 -2.59 0.17
O -2.72 1.64 -0.43
O 1.45 -1.31 0.37
P 1.46 -0.10 -0.71
Cl 1.55 1.36 0.61
H 1.43 -2.91 1.20
H -2.56 2.51 -0.08
H -2.12 1.40 -1.13
*
```

Computed properties:
- Frontier orbital gap (alpha / beta): 8.6 / 8.1 eV
- Relative energy (zero: lowest compared OMol25 entry of this formula, charge and spin): 4.988 eV

Atom-resolved charges from natural (NBO), all expressed in e: number 1, N, carries -0.238; number 2, O, carries -0.951; number 3, O, carries -0.588; number 4, P, carries 0.810; number 5, Cl, carries -0.276; number 6, H, carries 0.292; number 7, H, carries 0.476; number 8, H, carries 0.474

=====

Record 5
This record from the Open Molecules 2025 dataset describes 4 unconnected molecules or ions with the total composition C22H40N7O7S. The level of theory is the ωB97M-V functional and the def2-TZVPD basis.

```
! wB97M-V def2-TZVPD RIJCOSX def2/J DEFGRID3
* xyz 1 1
C -3.79 -4.48 -0.15
C -4.02 -3.17 -0.88
O -4.63 -2.27 -0.39
O -3.49 -3.10 -2.13
C -3.51 -1.79 -2.69
C -2.57 -0.84 -1.96
N -1.30 -1.52 -1.71
C -0.33 -1.01 -0.98
N -0.57 0.18 -0.40
C 0.54 0.84 0.32
C 0.02 1.90 1.31
C -1.02 2.87 0.70
C -0.41 4.17 0.16
C 0.30 5.02 1.21
O 1.33 5.55 0.92
O -0.25 5.17 2.45
C 1.53 -0.14 0.95
C 1.10 -0.79 2.29
C -0.37 -1.18 2.46
O -0.56 -1.23 3.88
C -0.68 -2.61 1.85
N -0.65 -3.65 2.89
C 1.95 -1.12 -0.15
N 0.82 -1.78 -0.86
C 1.33 -2.25 -2.17
S 1.32 -0.95 -3.45
O 0.08 -0.97 -4.20
O 1.60 0.36 -2.90
H -3.88 -5.33 -0.83
H -4.58 -4.58 0.59
H -2.83 -4.49 0.36
H -4.52 -1.38 -2.75
H -3.16 -1.88 -3.72
H -2.36 0.05 -2.56
H -3.04 -0.51 -1.03
H -1.22 -2.42 -2.14
H -1.44 0.19 0.12
H 1.09 1.42 -0.43
H -0.28 1.48 2.27
H 0.91 2.51 1.53
H -1.62 2.42 -0.10
H -1.73 3.14 1.49
H -1.25 4.79 -0.18
H 0.23 4.03 -0.71
H -0.53 4.31 2.78
H 2.43 0.45 1.16
H 1.43 -0.13 3.10
H 1.70 -1.70 2.41
H -1.09 -0.44 2.10
H -1.49 -1.08 4.05
H -1.69 -2.58 1.42
H 0.08 -2.91 1.13
H -1.55 -4.11 2.95
H -0.01 -4.38 2.57
H 2.66 -0.63 -0.82
H 2.52 -1.92 0.34
H 2.35 -2.61 -2.02
H 0.74 -3.08 -2.55
H 2.35 -1.29 -4.29
C 2.62 -7.11 3.60
C 2.16 -5.93 2.86
N 1.81 -5.00 2.28
H 3.70 -7.06 3.73
H 2.15 -7.13 4.58
H 2.36 -8.01 3.05
C 3.74 2.84 -4.32
C 5.14 2.98 -4.74
N 6.23 3.09 -5.07
H 3.69 2.34 -3.35
H 3.28 3.82 -4.23
H 3.19 2.26 -5.05
C -0.32 8.91 1.00
C -1.46 9.52 0.31
N -2.36 10.00 -0.22
H -0.58 7.89 1.30
H 0.53 8.87 0.33
H -0.06 9.49 1.88
*
```

Computed properties:
- Frontier orbital gap: 8.9 eV

Atom-resolved charges from Löwdin, all expressed in e: number 1, C, carries 0.036; number 2, C, carries -0.521; number 3, O, carries 0.118; number 4, O, carries -0.001; number 5, C, carries -0.135; number 6, C, carries -0.107; number 7, N, carries 0.131; number 8, C, carries -0.316; number 9, N, carries 0.171; number 10, C, carries -0.253; number 11, C, carries -0.118; number 12, C, carries -0.174; number 13, C, carries -0.091; number 14, C, carries -0.534; number 15, O, carries 0.132; number 16, O, carries 0.107; number 17, C, carries -0.216; number 18, C, carries -0.078; number 19, C, carries -0.352; number 20, O, carries -0.034; number 21, C, carries -0.207; number 22, N, carries 0.014; number 23, C, carries -0.110; number 24, N, carries -0.022; number 25, C, carries -0.189; number 26, S, carries 0.739; number 27, O, carries -0.337; number 28, O, carries -0.338; number 29, H, carries 0.094; number 30, H, carries 0.096; number 31, H, carries 0.075; number 32, H, carries 0.143; number 33, H, carries 0.140; number 34, H, carries 0.146; number 35, H, carries 0.119; number 36, H, carries 0.152; number 37, H, carries 0.141; number 38, H, carries 0.151; number 39, H, carries 0.112; number 40, H, carries 0.133; number 41, H, carries 0.107; number 42, H, carries 0.115; number 43, H, carries 0.135; number 44, H, carries 0.126; number 45, H, carries 0.101; number 46, H, carries 0.159; number 47, H, carries 0.128; number 48, H, carries 0.124; number 49, H, carries 0.113; number 50, H, carries 0.096; number 51, H, carries 0.095; number 52, H, carries 0.086; number 53, H, carries 0.066; number 54, H, carries -0.007; number 55, H, carries 0.123; number 56, H, carries 0.138; number 57, H, carries 0.126; number 58, H, carries 0.118; number 59, H, carries 0.101; number 60, C, carries -0.045; number 61, C, carries -0.226; number 62, N, carries 0.137; number 63, H, carries 0.089; number 64, H, carries 0.090; number 65, H, carries 0.088; number 66, C, carries -0.077; number 67, C, carries -0.282; number 68, N, carries 0.131; number 69, H, carries 0.064; number 70, H, carries 0.084; number 71, H, carries 0.076; number 72, C, carries -0.064; number 73, C, carries -0.283; number 74, N, carries 0.123; number 75, H, carries 0.060; number 76, H, carries 0.084; number 77, H, carries 0.085

=====

Record 6
This record from the Open Molecules 2025 dataset describes 2 unconnected molecules or ions with the total composition C16H27FN3O3S. The level of theory is the ωB97M-V functional and the def2-TZVPD basis.

```
! wB97M-V def2-TZVPD RIJCOSX def2/J DEFGRID3
* xyz 1 1
C 1.94 5.28 0.76
C 1.43 4.60 -0.64
C 1.64 3.01 -0.46
C 0.32 2.18 -0.14
C -0.87 2.64 0.72
N -0.88 3.97 1.35
N -2.02 1.78 0.98
C -2.17 0.44 0.47
C -3.50 -0.36 0.92
C -3.18 -0.91 2.42
C -3.31 0.29 3.52
F -4.02 -2.02 2.78
C -1.06 -0.17 -0.40
C -1.18 -1.70 -0.93
C -2.08 -1.73 -2.26
O -3.32 -1.55 -2.19
O -1.40 -1.95 -3.50
C 0.22 0.71 -0.73
S 1.52 -0.07 -1.76
H 3.02 5.64 0.69
H 1.21 6.07 1.16
H 1.93 4.44 1.55
H 0.35 4.89 -0.89
H 2.16 5.00 -1.43
H 2.02 2.62 -1.49
H 2.50 2.78 0.27
H -1.14 4.63 0.59
H -1.72 4.00 1.98
H -2.78 2.17 1.57
H -3.65 -1.28 0.28
H -4.41 0.35 0.95
H -2.09 -1.28 2.51
H -3.26 -0.17 4.57
H -2.41 1.00 3.43
H -4.30 0.87 3.38
H -1.69 -2.27 -0.08
H -0.15 -2.19 -1.06
H -0.99 -1.07 -3.71
H 0.96 -0.94 -2.70
C 3.85 -3.00 -1.60
O 3.65 -2.47 -2.68
N 3.12 -4.03 -1.08
C 3.42 -4.61 0.21
C 2.01 -4.57 -1.85
H 4.66 -2.67 -0.94
H 3.65 -5.67 0.09
H 2.54 -4.50 0.86
H 4.27 -4.11 0.67
H 2.38 -4.93 -2.81
H 1.29 -3.77 -2.04
H 1.53 -5.38 -1.31
*
```

Computed properties:
- Frontier orbital gap: 7.1 eV

Atom-resolved charges from natural (NBO), all expressed in e: number 1, C, carries -0.623; number 2, C, carries -0.409; number 3, C, carries -0.456; number 4, C, carries -0.051; number 5, C, carries 0.427; number 6, N, carries -0.783; number 7, N, carries -0.536; number 8, C, carries 0.303; number 9, C, carries -0.496; number 10, C, carries 0.221; number 11, C, carries -0.675; number 12, F, carries -0.360; number 13, C, carries -0.063; number 14, C, carries -0.564; number 15, C, carries 0.798; number 16, O, carries -0.512; number 17, O, carries -0.706; number 18, C, carries -0.051; number 19, S, carries 0.097; number 20, H, carries 0.230; number 21, H, carries 0.222; number 22, H, carries 0.203; number 23, H, carries 0.197; number 24, H, carries 0.240; number 25, H, carries 0.251; number 26, H, carries 0.253; number 27, H, carries 0.402; number 28, H, carries 0.376; number 29, H, carries 0.442; number 30, H, carries 0.291; number 31, H, carries 0.250; number 32, H, carries 0.177; number 33, H, carries 0.262; number 34, H, carries 0.205; number 35, H, carries 0.220; number 36, H, carries 0.268; number 37, H, carries 0.266; number 38, H, carries 0.492; number 39, H, carries 0.184; number 40, C, carries 0.531; number 41, O, carries -0.639; number 42, N, carries -0.431; number 43, C, carries -0.400; number 44, C, carries -0.413; number 45, H, carries 0.116; number 46, H, carries 0.206; number 47, H, carries 0.192; number 48, H, carries 0.217; number 49, H, carries 0.228; number 50, H, carries 0.188; number 51, H, carries 0.213

=====

Record 7
This record from the Open Molecules 2025 dataset describes a gas-phase ion, C5H12NO (charge +1). The level of theory is the ωB97M-V functional and the def2-TZVPD basis.

```
! wB97M-V def2-TZVPD RIJCOSX def2/J DEFGRID3
* xyz 1 1
C 1.61 1.15 -0.10
C 0.71 0.14 0.56
N 1.09 -1.15 -0.19
C -0.34 -1.43 -0.48
C -0.78 0.07 -0.24
C -1.87 0.28 0.79
O -0.82 0.78 -1.40
H 1.35 1.35 -1.08
H 2.75 0.90 -0.07
H 1.48 2.04 0.49
H 0.62 0.09 1.59
H 1.77 -1.77 0.19
H 1.66 -0.98 -1.08
H -0.57 -2.15 0.26
H -0.66 -1.80 -1.37
H -2.38 1.19 0.78
H -1.59 0.18 1.92
H -2.67 -0.38 0.54
H -1.36 1.49 -1.12
*
```

Computed properties:
- Frontier orbital gap: 11.2 eV
- Relative energy (zero: lowest compared OMol25 entry of this formula, charge and spin): 2.252 eV
- SMILES: C[C@@H]1[NH2+]C[C@]1(C)O

Atom-resolved charges from natural (NBO), all expressed in e: number 1, C, carries -0.655; number 2, C, carries -0.046; number 3, N, carries -0.525; number 4, C, carries -0.229; number 5, C, carries 0.281; number 6, C, carries -0.676; number 7, O, carries -0.663; number 8, H, carries 0.240; number 9, H, carries 0.231; number 10, H, carries 0.245; number 11, H, carries 0.235; number 12, H, carries 0.438; number 13, H, carries 0.439; number 14, H, carries 0.230; number 15, H, carries 0.239; number 16, H, carries 0.239; number 17, H, carries 0.240; number 18, H, carries 0.240; number 19, H, carries 0.494

=====

Record 8
This record from the Open Molecules 2025 dataset describes a molecular structure, CH9N2P2. The level of theory is the ωB97M-V functional and the def2-TZVPD basis.

```
! wB97M-V def2-TZVPD RIJCOSX def2/J DEFGRID3
* xyz 1 3
C -1.27 0.89 -0.25
N 0.34 -2.11 -0.04
N -1.54 2.17 0.14
P 2.89 0.19 0.02
P 0.90 0.21 0.39
H -0.97 0.67 -1.27
H -1.77 0.14 0.38
H -0.52 -2.63 0.17
H 0.94 -2.74 0.36
H -1.98 2.30 1.05
H -1.43 2.95 -0.36
H 0.51 -2.39 -0.96
H 3.16 0.34 -1.45
H 0.74 0.02 1.83
*
```

Computed properties:
- ⟨S²⟩: 2.0086
- Frontier orbital gap (alpha / beta): 6.2 / 6.3 eV
- Relative energy (zero: lowest compared OMol25 entry of this formula, charge and spin): 0.000 eV

Atom-resolved charges from natural (NBO), all expressed in e: number 1, C, carries -0.087; number 2, N, carries -0.992; number 3, N, carries -0.711; number 4, P, carries 0.145; number 5, P, carries 0.130; number 6, H, carries 0.238; number 7, H, carries 0.233; number 8, H, carries 0.393; number 9, H, carries 0.383; number 10, H, carries 0.409; number 11, H, carries 0.405; number 12, H, carries 0.382; number 13, H, carries 0.027; number 14, H, carries 0.046

=====

| no. | F_max (eV/A) |
| --- | --- |
| 1 | 4.5 |
| 2 | 4.5 |
| 3 | 3.0 |
| 4 | 2.5 |
| 5 | 3.1 |
| 6 | 4.8 |
| 7 | 6.2 |
| 8 | 5.6 |